# C19H20N4O2S

C19H20N4O2S in the gas phase (wB97M-V/def2-TZVPD, OMol25).

```
46
Properties=species:S:1:pos:R:3:forces:R:3:nbo_charge:R:1
N 1.999 -0.059 -4.973 0.1 0.0 -0.3 -0.31
C 1.776 -0.278 -3.869 0.1 0.2 -0.5 0.30
C 1.485 -0.500 -2.510 -0.3 -0.3 0.7 -0.36
C 0.971 -1.688 -2.024 0.2 0.7 -0.1 0.30
C 0.739 -2.881 -2.840 -0.1 -0.4 -0.3 -0.03
C 1.560 -3.218 -3.915 0.0 0.1 0.1 -0.19
C 1.297 -4.354 -4.657 0.0 -0.1 -0.1 -0.21
C 0.219 -5.164 -4.340 0.0 0.0 0.0 -0.19
C -0.590 -4.845 -3.261 -0.1 0.0 0.0 -0.22
C -0.329 -3.717 -2.510 0.1 0.1 0.0 -0.19
N 0.629 -1.822 -0.719 -0.2 -0.3 0.3 -0.54
C 0.781 -0.815 0.076 0.1 0.2 0.1 0.34
S 0.286 -1.147 1.730 0.1 0.1 0.3 0.31
C 1.095 0.184 2.703 -0.3 -0.2 -0.6 -0.63
C 0.330 1.485 2.530 0.3 -0.5 0.4 0.67
O 0.623 2.266 1.640 0.1 0.3 -0.3 -0.64
N -0.678 1.669 3.387 -0.2 0.1 0.3 -0.59
C -1.593 2.796 3.313 -0.2 0.0 0.1 -0.06
C -2.971 2.333 2.838 0.1 0.3 -0.3 -0.40
C -3.925 3.521 2.757 -0.1 -0.2 0.2 -0.40
C -4.033 4.213 4.112 0.1 0.2 -0.2 -0.40
C -2.657 4.668 4.589 -0.2 -0.2 0.2 -0.40
C -1.700 3.482 4.674 0.1 0.3 -0.3 -0.40
N 1.268 0.379 -0.294 0.1 0.0 -0.2 -0.62
C 1.671 0.639 -1.622 0.0 -0.1 0.2 0.67
O 2.110 1.726 -1.905 0.0 0.1 -0.2 -0.57
H 2.415 -2.606 -4.157 0.0 0.0 -0.1 0.23
H 1.938 -4.608 -5.488 0.1 0.0 -0.1 0.22
H 0.014 -6.047 -4.928 0.0 -0.1 0.0 0.21
H -1.426 -5.480 -3.004 -0.1 0.0 0.0 0.22
H -0.947 -3.459 -1.664 0.0 0.0 0.1 0.23
H 2.123 0.289 2.357 0.0 0.1 0.1 0.26
H 1.084 -0.173 3.732 0.0 0.0 0.0 0.24
H -0.895 0.952 4.063 0.1 0.0 -0.1 0.40
H -1.164 3.486 2.580 -0.1 -0.1 0.1 0.23
H -2.880 1.856 1.860 0.0 -0.1 0.0 0.22
H -3.365 1.593 3.541 0.0 -0.1 0.0 0.19
H -4.909 3.180 2.432 0.0 0.0 -0.1 0.21
H -3.554 4.231 2.015 0.0 0.0 -0.1 0.20
H -4.700 5.073 4.037 -0.1 0.0 0.1 0.21
H -4.460 3.521 4.842 -0.1 0.0 0.1 0.19
H -2.738 5.143 5.568 0.0 0.1 0.0 0.21
H -2.256 5.405 3.890 0.0 0.1 0.0 0.20
H -0.712 3.817 4.995 0.0 -0.1 0.0 0.22
H -2.073 2.764 5.410 0.0 -0.1 0.1 0.19
H 1.270 1.201 0.327 -0.1 -0.1 0.0 0.47
```
Positions in Å, forces in eV/Å.

The gap between HOMO and LUMO comes out at 8.458 eV. The total energy is -1503.7768 Ha. The calculation puts the molar mass at 368.46 g mol⁻¹. Its SMILES is N#Cc1c(-c2ccccc2)nc(SCC(=O)NC2CCCCC2)[nH]c1=O. The multiplicity is 1.

# C5H7NO

2 unconnected molecules or ions with the total composition C5H7NO (wB97M-V/def2-TZVPD, OMol25).

```
14
Properties=species:S:1:pos:R:3:forces:R:3:nbo_charge:R:1
C 1.988 -0.451 0.607 0.1 0.0 0.1 -0.61
C 1.209 -0.330 -0.678 -0.2 -0.1 -0.1 -0.43
C 0.113 -1.008 -0.926 -0.2 -0.1 -0.1 0.41
N -0.891 -1.677 -1.166 0.5 0.3 0.1 -0.64
H 1.509 -1.154 1.295 0.1 0.1 -0.1 0.22
H 3.007 -0.803 0.412 -0.1 0.1 0.0 0.21
H 2.053 0.516 1.116 0.0 -0.1 -0.1 0.22
H 1.567 0.342 -1.454 -0.1 -0.1 0.1 0.24
H -1.744 -1.199 -0.856 0.1 -0.1 0.0 0.38
C -2.103 1.128 -0.094 0.1 0.1 0.1 -0.83
C -1.178 1.234 0.838 0.3 0.1 0.5 0.74
O -0.381 1.332 1.683 -0.7 -0.1 -0.7 -0.46
H -3.143 1.030 0.195 0.2 0.0 0.0 0.27
H -1.815 1.246 -1.133 0.0 0.0 0.2 0.27
```
Positions in Å, forces in eV/Å.

The gap between HOMO and LUMO comes out at 9.596 eV. The total energy is -324.6308 Ha. The calculation puts the molar mass at 97.12 g mol⁻¹. Its SMILES is CC=C=N.C=C=O. The multiplicity is 1.

# C3H3NO4

C3H3NO4 in the gas phase (wB97M-V/def2-TZVPD, OMol25).

```
11
Properties=species:S:1:pos:R:3:forces:R:3:nbo_charge:R:1
O -0.155 2.010 0.114 1.4 -2.6 -0.5 -0.56
C -0.041 0.800 -0.060 -2.8 -2.2 -0.9 0.57
C -1.142 -0.296 -0.068 2.0 6.6 0.0 0.11
O -2.419 -0.048 -0.007 -3.0 4.0 -0.2 -0.65
C -0.485 -1.356 0.121 0.4 -4.7 0.6 0.08
O 0.822 -1.468 0.125 1.6 3.3 -0.8 -0.31
N 1.110 -0.136 -0.444 -1.9 1.5 -0.6 0.08
O 2.212 0.327 0.044 2.7 1.5 1.9 -0.49
H -2.585 1.019 -0.079 0.8 -4.0 0.2 0.51
H -0.779 -2.313 0.153 -2.4 -3.3 0.4 0.19
H 1.925 0.799 0.857 1.1 -0.1 -0.2 0.46
```
Positions in Å, forces in eV/Å.

The gap between HOMO and LUMO comes out at 9.612 eV. The total energy is -471.6400 Ha. The calculation puts the molar mass at 117.06 g mol⁻¹. Its SMILES is O=c1c(O)con1O. The multiplicity is 1.

# C35H45Cl5Ge2O2P2Re

A molecular structure, C35H45Cl5Ge2O2P2Re (wB97M-V/def2-TZVPD, OMol25).

```
92
Properties=species:S:1:pos:R:3:forces:R:3:mulliken_charge:R:1
Re 1.266 0.591 -0.784 -0.6 0.5 0.2 0.14
Cl 6.040 -2.746 3.450 0.0 0.0 0.0 -0.11
C 4.895 -1.698 2.753 0.0 0.0 0.0 0.41
C 4.524 -1.872 1.420 0.0 0.1 0.1 -0.45
Cl 5.195 -3.094 0.438 0.0 0.0 0.0 -0.10
C 3.577 -1.006 0.909 -0.1 0.2 0.0 1.27
Cl 3.067 -1.113 -0.744 0.3 -0.4 0.1 -0.28
C 2.958 0.012 1.621 0.3 -0.5 0.2 -2.02
O 2.023 0.775 1.029 -0.1 0.3 -0.4 0.70
C 3.345 0.175 2.955 0.0 -0.1 -0.1 0.52
Cl 2.603 1.365 3.935 -0.1 0.0 0.0 -0.14
C 4.309 -0.671 3.509 0.0 -0.1 0.0 0.24
Cl 4.760 -0.484 5.143 0.0 0.0 -0.1 -0.12
C 1.382 4.157 -0.462 0.0 0.0 0.0 -1.46
P 0.407 2.731 0.114 0.0 0.2 0.0 1.70
C 0.495 2.958 1.893 0.0 -0.1 0.1 -1.77
C -1.309 3.090 -0.339 0.0 0.0 0.0 0.41
C -2.110 4.029 0.305 0.0 0.0 0.0 -0.96
C -3.400 4.257 -0.152 0.0 0.0 0.0 -0.99
C -3.895 3.556 -1.245 0.0 0.0 0.0 -0.85
C -3.093 2.638 -1.908 0.0 0.0 0.0 -0.75
C -1.799 2.410 -1.451 0.0 0.0 0.1 0.61
P -0.570 1.430 -2.316 0.1 -0.3 -0.2 1.07
C -1.439 0.244 -3.379 -0.1 0.0 0.0 -1.54
C 0.042 2.550 -3.618 0.0 0.1 0.0 -1.38
H 1.054 5.036 0.096 0.0 0.0 0.0 0.53
H 1.237 4.362 -1.520 0.0 0.0 0.0 0.35
H 2.441 4.001 -0.255 0.0 0.0 0.0 0.42
H 0.019 3.909 2.133 0.0 0.0 0.0 0.86
H 1.535 3.005 2.200 0.0 0.0 0.0 0.40
H 0.008 2.146 2.426 0.0 0.0 0.0 0.19
H -1.749 4.590 1.158 0.0 0.0 0.0 0.44
H -4.023 4.987 0.347 0.0 0.0 0.0 0.48
H -4.904 3.736 -1.591 0.0 0.0 0.0 0.51
H -3.484 2.115 -2.772 0.0 0.0 0.0 0.42
H -1.963 -0.533 -2.834 0.0 0.0 0.0 0.02
H -0.739 -0.203 -4.077 0.1 0.0 0.0 0.41
H -2.155 0.815 -3.974 0.0 0.0 0.0 0.75
H -0.837 2.951 -4.128 0.0 0.0 0.0 0.60
H 0.631 1.995 -4.347 0.0 0.0 0.0 0.42
H 0.620 3.390 -3.245 0.0 0.0 0.0 0.16
C -2.682 -2.143 2.958 0.0 0.1 0.0 -0.83
Ge -2.308 -0.270 2.633 0.0 0.0 0.1 0.66
C -3.731 0.782 1.835 0.0 0.0 0.0 -0.85
C -1.377 0.658 4.072 0.0 0.0 0.0 -1.18
Ge -0.402 -0.943 0.449 0.1 0.0 -0.2 -0.62
C 0.634 -2.273 1.442 0.0 0.0 0.0 1.54
C 0.877 -2.152 2.809 0.0 0.1 0.0 -0.28
C 1.616 -3.109 3.492 0.0 0.0 0.0 -0.94
C 2.141 -4.197 2.809 0.0 0.0 0.0 -0.82
C 1.922 -4.325 1.444 0.0 0.0 0.0 -1.14
C 1.173 -3.374 0.768 -0.1 0.0 -0.1 0.19
C -1.964 -1.759 -0.379 0.0 -0.1 0.0 1.13
C -3.062 -0.988 -0.772 0.0 0.1 0.0 -0.03
C -4.222 -1.581 -1.242 0.0 0.0 0.0 -1.25
C -4.303 -2.964 -1.329 0.0 0.0 0.0 -0.89
C -3.230 -3.749 -0.925 0.0 0.0 0.0 -0.61
C -2.078 -3.155 -0.437 0.1 0.0 0.0 -0.81
H -3.401 -2.149 3.784 0.0 0.0 0.0 0.55
H -1.800 -2.699 3.268 0.0 0.0 0.0 0.27
H -3.143 -2.616 2.094 0.0 0.0 0.0 0.28
H -4.233 1.293 2.661 0.0 0.0 0.0 0.54
H -4.448 0.149 1.319 0.0 0.0 0.0 0.41
H -3.358 1.548 1.156 0.0 0.0 0.0 0.09
H -1.778 0.239 5.000 0.0 0.0 0.0 0.54
H -1.602 1.723 4.059 0.0 0.0 0.0 0.46
H -0.299 0.515 4.093 0.0 0.0 0.0 0.29
H 0.493 -1.305 3.366 0.0 0.0 0.0 0.10
H 1.779 -3.006 4.557 0.0 0.0 0.0 0.52
H 2.716 -4.945 3.338 0.0 0.0 0.0 0.49
H 2.327 -5.173 0.907 0.0 0.0 0.0 0.50
H 1.008 -3.508 -0.295 0.0 0.0 0.0 0.10
H -3.021 0.093 -0.691 0.0 0.0 0.0 1.20
H -5.067 -0.970 -1.534 0.0 0.0 0.0 0.55
H -5.207 -3.433 -1.695 0.0 0.0 0.0 0.44
H -3.299 -4.828 -0.976 0.0 0.0 0.0 0.51
H -1.275 -3.787 -0.081 0.0 0.0 0.0 0.32
C 0.835 -2.204 -2.950 0.0 0.0 -0.1 -0.45
C 1.662 -1.158 -3.646 0.0 0.2 0.2 -1.13
O 1.842 0.087 -2.837 0.1 0.0 -0.1 0.18
C 3.041 0.805 -3.339 -0.2 -0.2 0.1 -0.67
C 3.363 1.999 -2.487 0.0 0.1 0.0 -0.96
H 0.566 -2.957 -3.693 0.0 0.0 0.0 0.57
H -0.095 -1.816 -2.538 0.0 0.0 0.0 -0.12
H 1.397 -2.704 -2.165 0.0 0.0 0.0 0.05
H 1.242 -0.824 -4.594 -0.1 0.0 0.0 0.55
H 2.670 -1.524 -3.838 0.0 -0.1 0.0 0.63
H 2.825 1.076 -4.373 0.0 0.0 0.0 0.51
H 3.854 0.080 -3.324 0.1 0.0 0.0 0.49
H 2.554 2.726 -2.468 0.0 0.0 0.0 0.05
H 4.225 2.503 -2.928 0.0 0.0 0.0 0.60
H 3.663 1.727 -1.468 0.0 0.0 0.0 0.21
```
Positions in Å, forces in eV/Å.

The gap between HOMO and LUMO (spin up / spin down) comes out at 6.565 / 5.555 eV. The total energy is -8726.0016 Ha. The calculation puts the molar mass at 1068.38 g mol⁻¹. Its net charge is +3. The multiplicity is 3.

# C4H13NO2

3 unconnected molecules or ions with the total composition C4H13NO2 (wB97M-V/def2-TZVPD, OMol25).

```
20
Properties=species:S:1:pos:R:3:forces:R:3:nbo_charge:R:1
C -1.209 0.729 -2.670 -1.3 1.6 0.8 -0.63
C -0.388 0.643 -1.402 -1.4 -4.2 0.4 -0.26
C -0.256 -0.516 -0.671 -0.3 1.9 -1.5 -0.01
N 0.890 -0.848 0.082 -0.4 1.6 0.3 -0.68
C 1.098 -2.255 0.140 -0.5 -3.0 -0.3 -0.44
H -1.732 -0.262 -2.861 0.5 1.5 -0.1 0.22
H -0.510 1.036 -3.467 -0.3 -0.7 0.0 0.22
H -1.913 1.668 -2.642 0.7 -2.0 0.0 0.21
H 0.194 1.418 -1.080 1.9 2.1 0.1 0.19
H -1.047 -1.255 -0.551 0.2 -0.1 -0.8 0.20
H 1.641 -0.136 -0.022 -0.4 -1.6 -0.1 0.41
H 0.651 -2.871 -0.657 -0.6 1.1 -0.9 0.20
H 0.564 -2.858 0.930 1.1 1.3 0.4 0.20
H 2.077 -2.646 -0.102 0.9 0.6 1.1 0.22
O -0.424 0.218 2.270 0.7 -0.3 1.0 -0.98
H -0.021 -0.065 3.138 -0.3 0.0 -1.8 0.47
H 0.162 -0.002 1.478 -0.4 -0.3 1.6 0.50
O -0.075 2.897 2.346 0.6 -2.3 1.4 -0.97
H -0.059 1.889 2.590 -0.6 2.1 -1.4 0.49
H 0.357 3.218 3.149 -0.1 0.6 -0.3 0.45
```
Positions in Å, forces in eV/Å.

The gap between HOMO and LUMO comes out at 8.703 eV. The total energy is -365.3439 Ha. The calculation puts the molar mass at 107.15 g mol⁻¹. Its SMILES is C/C=C/NC.O.O. The multiplicity is 1.

# C10H16

2 unconnected molecules or ions with the total composition C10H16 (wB97M-V/def2-TZVPD, OMol25).

```
26
Properties=species:S:1:pos:R:3:forces:R:3:nbo_charge:R:1
C 1.986 1.166 1.563 -0.8 1.9 -0.4 -0.64
C 0.562 0.780 1.712 -2.3 -1.3 -1.4 -0.02
C -0.003 0.056 2.731 -0.2 -1.6 1.0 -0.21
C -1.290 -0.560 2.724 -0.2 2.2 -0.9 -0.21
C -2.142 -0.211 1.684 0.7 -1.2 0.2 -0.20
C -1.560 0.384 0.556 -3.4 1.5 -0.6 -0.24
C -0.331 0.928 0.596 2.6 1.4 0.8 -0.20
H 2.457 0.598 0.761 0.4 -0.1 0.6 0.23
H 2.497 1.309 2.488 0.7 -0.9 0.7 0.23
H 1.973 2.207 1.223 0.1 0.0 -0.5 0.22
H 0.567 -0.152 3.606 0.7 -0.1 0.6 0.20
H -1.740 -1.063 3.562 0.5 -0.1 0.4 0.21
H -3.209 -0.426 1.787 0.4 -0.1 -0.5 0.21
H -2.276 0.731 -0.253 1.1 -0.7 0.8 0.21
H 0.030 1.638 -0.154 -0.5 -0.5 0.1 0.20
C -0.936 -0.858 -2.868 -0.9 0.2 1.3 -0.61
C 0.306 -1.236 -2.122 2.7 -0.4 0.9 -0.40
C 1.263 -0.033 -1.711 0.5 -2.1 -1.9 -0.60
H -0.776 -0.208 -3.693 0.6 0.4 -1.0 0.20
H -1.543 -0.227 -2.190 -0.2 -0.6 -0.3 0.20
H -1.483 -1.735 -3.236 -0.1 0.3 0.3 0.21
H 0.186 -1.777 -1.168 -0.9 0.0 -0.5 0.21
H 0.952 -1.910 -2.726 -0.5 0.2 0.2 0.19
H 0.645 0.811 -1.555 0.1 1.1 -0.6 0.20
H 1.821 -0.210 -0.800 -0.2 -0.4 0.1 0.20
H 2.047 -0.003 -2.516 -0.9 0.9 0.6 0.20
```
Positions in Å, forces in eV/Å.

The gap between HOMO and LUMO comes out at 9.937 eV. The total energy is -390.5778 Ha. The calculation puts the molar mass at 136.24 g mol⁻¹. Its SMILES is Cc1ccccc1.CCC. The multiplicity is 1.